Computed, not measured: 19 unconnected molecules or ions with the total composition C2H41O19 in a non-equilibrium geometry, with ωB97M-V with the def2-TZVPD basis set.

Values from the calculation:
- Energy relative to the best compared isomer or geometry (same formula, charge and spin): 67.55 kJ/mol
- HOMO energy: -5.6 eV
- Gap between HOMO and LUMO: 7.52 eV
- Maximum force: 3.714 eV/A

Structure (ORCA input):
```
! wB97M-V def2-TZVPD RIJCOSX def2/J DEFGRID3
* xyz -1 1
C 0.286 -0.398 -0.211
C -0.804 0.608 0.141
O -1.626 0.901 -0.964
H 0.820 -0.897 0.560
H 1.033 0.080 -0.799
H -0.033 -1.210 -0.884
H -0.312 1.500 0.586
H -1.501 0.287 0.877
O -0.935 -0.172 3.301
H -0.915 0.697 2.867
H -1.811 -0.077 3.796
O -1.365 2.527 2.797
H -1.794 2.614 3.648
H -1.933 2.886 2.124
O -0.243 -2.680 2.465
H -0.767 -1.842 2.439
H -0.367 -3.078 3.314
O -2.815 2.996 0.354
H -2.349 2.212 -0.049
H -2.387 3.794 -0.008
O -0.824 5.020 -0.107
H -0.513 5.378 -0.948
H -0.267 4.265 0.065
O -1.848 -0.951 -2.847
H -1.623 -0.312 -2.195
H -1.087 -1.477 -2.912
O 3.576 0.014 0.183
H 2.994 0.484 0.817
H 3.302 -0.949 0.197
O -2.360 -3.509 -0.086
H -1.478 -3.546 -0.414
H -2.893 -3.771 -0.848
O 0.343 1.658 -2.586
H -0.215 1.337 -1.839
H 0.234 1.089 -3.332
O 2.227 -1.614 2.808
H 2.540 -2.233 3.444
H 1.283 -1.753 2.740
O 2.969 -2.726 0.249
H 3.930 -2.684 0.104
H 2.913 -2.615 1.165
O 3.226 0.398 -2.525
H 2.507 0.964 -2.384
H 3.609 0.346 -1.658
O 2.177 0.948 2.178
H 2.858 1.062 2.861
H 1.846 0.066 2.320
O -3.617 -1.054 -0.086
H -2.980 -0.509 -0.465
H -3.037 -1.765 0.163
O 1.968 -1.989 -2.225
H 2.048 -1.770 -1.325
H 2.378 -1.198 -2.576
O 1.235 3.165 0.174
H 1.948 3.026 -0.479
H 0.987 2.312 0.371
O -3.410 1.850 -2.530
H -4.206 2.098 -1.984
H -2.800 1.318 -2.015
O -0.232 -3.869 -2.345
H -0.354 -3.993 -3.303
H 0.463 -3.257 -2.178
*
```